a | Density functional theory data (ωB97M-V/def2-TZVPD) for a gas-phase ion, C4H11N2 (charge +1).

Structure (ORCA input):
```
! wB97M-V def2-TZVPD RIJCOSX def2/J DEFGRID3
* xyz 1 1
C -1.318 -0.419 1.657
C 0.158 -0.668 1.325
C 0.512 -0.086 -0.060
N 0.408 -1.042 -1.197
C 0.386 1.201 -0.427
N 0.609 1.667 -1.705
H -1.444 0.625 1.928
H -2.036 -0.645 0.868
H -1.577 -1.027 2.522
H 0.513 -1.693 1.329
H 0.722 -0.009 1.979
H -0.524 -1.468 -1.245
H 1.013 -1.864 -1.125
H 0.558 -0.613 -2.099
H 0.124 1.952 0.309
H 0.471 2.661 -1.814
H 1.423 1.427 -2.244
*
```

HOMO energy in eV: -13.085
Lowest unoccupied orbital energy in eV: -3.59
SMILES: CC/C([NH3+])=C/N
M in u: 87.15


b | Density functional theory data (ωB97M-V/def2-TZVPD) for a gas-phase ion, C4H11N2 (charge +1).

Structure (ORCA input):
```
! wB97M-V def2-TZVPD RIJCOSX def2/J DEFGRID3
* xyz 1 1
C 0.189 1.561 -1.672
N 0.415 0.564 -0.871
C 1.108 0.703 0.413
C -0.011 0.151 1.290
C -0.547 -1.287 1.119
N -0.855 -1.431 -0.343
H 0.039 2.560 -1.307
H -0.090 1.300 -2.654
H -0.420 -0.221 -0.996
H 2.067 0.101 0.630
H 1.157 1.642 0.826
H 0.325 0.406 2.354
H -0.948 0.740 1.168
H 0.136 -2.043 1.559
H -1.504 -1.421 1.558
H -1.778 -1.640 -0.681
H -0.336 -2.133 -0.848
*
```

HOMO energy in eV: -14.589
Lowest unoccupied orbital energy in eV: -4.73
SMILES: C=[NH+]CCCN
M in u: 87.15


It turns out a is the most stable, with the second structure 41.1 kcal/mol higher.


a | Density functional theory data (ωB97M-V/def2-TZVPD) for 2 unconnected molecules or ions with the total composition C4H11N2.

Structure (ORCA input):
```
! wB97M-V def2-TZVPD RIJCOSX def2/J DEFGRID3
* xyz 1 1
C 0.724 -2.253 0.123
C -1.303 1.677 -0.607
C 1.670 -1.284 -0.032
C 0.625 0.495 1.257
N -2.087 0.646 -1.124
N 1.548 0.065 0.399
H -0.387 -2.168 0.205
H 0.947 -3.269 -0.305
H -1.792 2.329 0.049
H 2.615 -1.726 -0.260
H 0.263 -0.214 1.993
H 0.821 1.364 1.771
H -0.469 1.265 0.327
H -2.895 0.434 -0.570
H -1.896 -0.070 -1.792
H 2.309 0.591 -0.043
H -0.693 2.118 -1.390
*
```

HOMO energy (spin up / spin down) in eV: -12.909 / -12.909
Lowest unoccupied orbital energy (spin up / spin down) in eV: -5.47 / -5.46
M in u: 87.15


b | Density functional theory data (ωB97M-V/def2-TZVPD) for a gas-phase ion, C4H11N2 (charge +1).

Structure (ORCA input):
```
! wB97M-V def2-TZVPD RIJCOSX def2/J DEFGRID3
* xyz 1 1
C 0.678 0.557 -0.860
C -1.082 -0.930 -0.662
C 0.347 0.110 0.579
C -0.410 1.037 1.467
N 1.242 -0.699 1.184
N -0.085 -0.424 -1.668
H 0.303 1.566 -1.038
H 1.749 0.538 -1.078
H -1.179 -2.002 -0.633
H -2.013 -0.388 -0.685
H 0.274 1.774 1.894
H -0.868 0.490 2.288
H -1.191 1.566 0.930
H 1.069 -0.956 2.142
H 1.808 -1.343 0.656
H -0.510 -0.028 -2.517
H 0.513 -1.200 -1.969
*
```

HOMO energy in eV: -12.468
Lowest unoccupied orbital energy in eV: -3.44
M in u: 87.15


c | Density functional theory data (ωB97M-V/def2-TZVPD) for a gas-phase ion, C4H11N2 (charge +1).

Structure (ORCA input):
```
! wB97M-V def2-TZVPD RIJCOSX def2/J DEFGRID3
* xyz 1 1
C -0.708 1.847 -0.535
C 0.881 1.437 -0.731
C 1.052 -0.026 -0.992
N 0.617 -0.756 0.135
C -0.459 -1.417 0.439
N -1.200 -1.340 1.618
H -0.772 2.828 -0.033
H -1.159 1.063 0.053
H -1.227 1.981 -1.571
H 1.321 1.634 0.208
H 1.304 2.272 -1.482
H 2.076 -0.233 -1.058
H 0.563 -0.480 -1.910
H 1.305 -0.914 0.875
H -0.978 -1.649 -0.441
H -2.164 -1.387 1.457
H -0.776 -1.489 2.543
*
```

HOMO energy in eV: -15.191
Lowest unoccupied orbital energy in eV: -4.99
SMILES: CCCNC=[NH2+]
M in u: 87.15


It turns out c is the most stable, with the second structure 4.4 kcal/mol higher.


a | Density functional theory data (ωB97M-V/def2-TZVPD) for a gas-phase ion, C7H13N2OS (charge +1).

Structure (ORCA input):
```
! wB97M-V def2-TZVPD RIJCOSX def2/J DEFGRID3
* xyz 1 1
C -2.002 -0.772 0.021
C 0.295 2.096 -0.306
C 1.678 1.274 -0.107
C 0.094 -0.389 1.061
C -0.763 1.465 0.637
C 1.363 -0.221 0.194
C 1.064 -1.051 -1.131
N -0.919 -1.206 0.661
N -2.996 -1.586 -0.402
O 2.438 -0.795 0.943
S -2.290 0.917 -0.189
H 0.341 3.229 -0.153
H -0.279 1.945 -1.280
H 2.348 1.619 -0.775
H 1.944 1.631 0.903
H 0.374 -0.471 2.167
H -1.028 2.033 1.642
H 0.900 -2.076 -0.839
H 1.884 -0.965 -1.819
H 0.266 -0.580 -1.608
H -1.211 -2.014 1.233
H -2.870 -2.610 -0.649
H -3.820 -1.126 -0.798
H 3.187 -0.346 0.593
*
```

HOMO energy in eV: -13.379
Lowest unoccupied orbital energy in eV: -3.83
M in u: 173.26


b | Density functional theory data (ωB97M-V/def2-TZVPD) for 2 unconnected molecules or ions with the total composition C7H13N2OS.

Structure (ORCA input):
```
! wB97M-V def2-TZVPD RIJCOSX def2/J DEFGRID3
* xyz 1 1
C -1.812 1.448 3.349
C -2.788 0.526 3.137
C -0.753 0.146 2.003
C -0.004 -1.809 -0.970
C -0.404 0.689 -1.047
C 0.921 -0.310 0.837
C 0.527 -0.435 -0.619
N -0.648 1.215 2.681
N 1.848 -0.203 -1.355
O 1.746 0.780 1.022
S -2.238 -0.709 2.057
H -1.885 2.320 3.974
H -3.780 0.487 3.536
H -0.888 -2.021 -0.376
H -0.284 -1.865 -2.019
H 0.728 -2.585 -0.757
H -1.380 0.545 -0.595
H -0.535 0.707 -2.126
H -0.021 1.651 -0.710
H 1.243 -1.225 1.328
H 2.273 0.616 -0.879
H 1.702 -0.005 -2.350
H 2.477 -1.008 -1.243
H 1.660 1.111 1.926
*
```

HOMO energy in eV: -12.528
Lowest unoccupied orbital energy in eV: -3.23
M in u: 173.26


c | Density functional theory data (ωB97M-V/def2-TZVPD) for a gas-phase ion, C7H13N2OS (charge +1).

Structure (ORCA input):
```
! wB97M-V def2-TZVPD RIJCOSX def2/J DEFGRID3
* xyz 1 1
C -2.241 -0.077 -0.365
C 0.599 2.031 0.353
C -3.673 0.256 -0.196
C -0.090 0.946 -0.239
C 0.600 -1.466 0.861
C 2.762 -0.940 -0.028
C 0.701 -0.089 -1.122
N -1.448 0.949 -0.137
N 1.386 -0.845 -0.163
O 1.913 2.058 0.362
S -4.889 -1.144 0.046
H -1.902 -1.075 -0.691
H -0.040 2.632 1.044
H -3.716 0.895 0.680
H -4.016 0.916 -0.910
H 0.129 -2.460 0.586
H 1.178 -1.728 1.721
H -0.129 -0.702 1.261
H 3.125 -1.862 0.583
H 3.350 -1.038 -1.028
H 3.051 -0.054 0.522
H 1.257 0.387 -1.902
H -0.066 -0.582 -1.774
H 2.158 2.992 0.537
*
```

HOMO energy (spin up / spin down) in eV: -12.007 / -12.256
Lowest unoccupied orbital energy (spin up / spin down) in eV: -4.76 / -6.52
M in u: 173.26


d | Density functional theory data (ωB97M-V/def2-TZVPD) for a gas-phase ion, C7H13N2OS (charge +1).

Structure (ORCA input):
```
! wB97M-V def2-TZVPD RIJCOSX def2/J DEFGRID3
* xyz 1 1
C 2.748 0.355 -0.090
C 1.745 -0.632 -0.104
C -0.640 1.192 -0.312
C 1.987 -1.967 -0.766
C -3.066 1.265 0.095
C -0.415 -1.349 0.656
C -1.656 -0.523 1.060
N -0.773 2.169 -1.172
N 0.619 -0.336 0.614
O -1.797 0.584 0.089
S 2.549 1.969 0.441
H 3.648 0.202 -0.508
H 3.853 2.287 0.312
H 2.597 -1.692 -1.653
H 1.018 -2.551 -1.030
H 2.607 -2.656 -0.017
H -3.318 1.426 -0.964
H -3.062 2.165 0.561
H -3.806 0.597 0.610
H -0.628 -1.877 -0.302
H -0.194 -1.922 1.497
H -2.515 -1.110 0.776
H -1.484 -0.131 2.026
H -0.016 2.534 -1.815
*
```

HOMO energy (spin up / spin down) in eV: -11.306 / -11.555
Lowest unoccupied orbital energy (spin up / spin down) in eV: -4.34 / -4.47
M in u: 173.26


It turns out b is the most stable, with the second structure 12.8 kcal/mol higher.